Density functional theory data (ωB97M-V with the def2-TZVPD basis set) for 12 unconnected molecules or ions with the total composition C11H44ClO15 at a distorted geometry.

```
71
C11H44ClO15, DFT ωB97M-V with the def2-TZVPD basis set
Cl -0.388 -0.672 0.354
O -0.245 -2.114 0.311
O 0.080 0.026 -0.818
O -1.811 -0.452 0.549
O 0.352 -0.175 1.496
C 3.044 -1.804 3.388
O 3.251 -0.881 4.444
H 2.650 -2.759 3.757
H 2.418 -1.379 2.603
H 4.017 -2.091 2.982
H 2.427 -0.412 4.596
C -0.056 3.148 2.652
O -0.780 4.237 2.072
H 0.481 2.586 1.897
H 0.725 3.575 3.292
H -0.728 2.593 3.310
H -0.656 4.988 2.654
C -4.128 -3.991 1.053
O -4.415 -2.642 0.734
H -5.017 -4.562 1.313
H -3.783 -4.465 0.125
H -3.335 -4.094 1.794
H -3.587 -2.179 0.563
C 1.044 3.384 -1.468
O -0.132 3.438 -0.677
H 1.918 3.300 -0.806
H 1.123 2.455 -2.051
H 1.176 4.225 -2.146
H 0.028 2.765 -0.013
C -2.977 2.049 -2.095
O -2.760 3.476 -2.048
H -2.521 1.646 -3.005
H -2.474 1.649 -1.219
H -4.033 1.785 -2.190
H -2.395 3.674 -2.911
C 1.196 -4.879 -0.163
O 1.960 -4.130 0.803
H 0.270 -5.162 0.346
H 0.997 -4.244 -1.027
H 1.670 -5.810 -0.466
H 1.473 -3.302 0.933
C 2.063 0.300 -4.190
O 2.615 0.611 -2.924
H 0.977 0.422 -4.201
H 2.506 0.994 -4.902
H 2.271 -0.722 -4.521
H 2.097 0.134 -2.262
C 3.443 -1.678 -0.720
O 3.791 -2.992 -1.098
H 2.361 -1.529 -0.768
H 3.758 -1.600 0.329
H 3.942 -0.846 -1.211
H 3.148 -3.575 -0.667
C -4.501 2.825 1.172
O -3.088 2.752 1.210
H -4.814 3.708 0.617
H -5.029 1.954 0.773
H -4.885 2.956 2.194
H -2.910 1.854 1.520
C 3.104 1.730 1.996
O 3.033 3.149 1.767
H 2.418 1.401 2.781
H 2.903 1.236 1.049
H 4.134 1.564 2.324
H 3.534 3.554 2.478
C -2.040 -1.948 -3.249
O -3.043 -1.707 -2.269
H -1.050 -2.148 -2.832
H -2.238 -2.788 -3.920
H -2.012 -1.054 -3.884
H -2.561 -1.354 -1.513
```

Output
HOMO-LUMO gap   9.23 eV
Net charge   -1
Electronic energy   -55345.2300 eV
Spin multiplicity   1
Largest force on an atom   1.88 eV/A
ΔE to the lowest compared entry with this formula, charge and spin   131.85 kJ/mol



Density functional theory data (ωB97M-V with the def2-TZVPD basis set) for 11 unconnected molecules or ions with the total composition C11H44N22O11 at a distorted geometry.

```
88
C11H44N22O11, DFT ωB97M-V with the def2-TZVPD basis set
N 4.543 -1.226 2.632
C 3.325 -0.973 2.335
N 2.785 0.014 3.054
O 2.687 -1.429 1.381
H 4.837 -0.550 3.322
H 4.913 -2.086 2.253
H 3.315 0.476 3.780
H 1.819 0.274 2.921
N 0.387 -1.656 -0.668
C -0.174 -0.561 -0.746
N 0.616 0.432 -0.501
O -1.405 -0.422 -0.791
H -0.112 -2.529 -0.767
H 1.391 -1.714 -0.757
H 1.533 0.428 -0.076
H 0.150 1.328 -0.521
N 5.129 1.866 1.568
C 4.539 1.571 0.400
N 4.932 0.363 0.077
O 3.706 2.332 -0.179
H 4.989 2.841 1.792
H 5.678 1.262 2.163
H 5.777 -0.016 0.479
H 4.631 0.093 -0.849
N -0.532 -3.617 2.090
C 0.388 -4.505 2.409
N 1.233 -4.522 1.433
O 0.213 -5.232 3.440
H -1.400 -3.543 2.602
H -0.428 -2.999 1.297
H 1.976 -5.192 1.301
H 1.137 -3.834 0.700
N -2.051 2.592 -2.420
C -3.174 3.261 -2.536
N -3.111 4.316 -1.776
O -4.237 2.812 -2.983
H -2.108 1.644 -2.763
H -1.179 3.035 -2.165
H -2.242 4.647 -1.383
H -4.015 4.646 -1.470
N -0.635 4.106 0.577
C -0.326 5.227 1.132
N -0.926 5.251 2.275
O 0.385 6.043 0.618
H -1.373 3.552 0.988
H 0.126 3.879 -0.047
H -1.762 4.692 2.371
H -0.844 6.221 2.543
N -4.323 0.416 -0.017
C -5.131 -0.643 0.137
N -4.670 -1.523 0.922
O -6.177 -0.710 -0.564
H -3.328 0.479 0.144
H -4.653 1.187 -0.580
H -3.759 -1.478 1.357
H -5.439 -2.141 1.136
N -0.680 -2.242 -3.651
C 0.297 -1.528 -4.125
N 0.069 -0.228 -3.956
O 1.309 -1.998 -4.613
H -1.496 -1.768 -3.292
H -0.519 -3.237 -3.582
H -0.765 0.172 -3.550
H 0.757 0.437 -4.281
N -0.283 5.743 -2.449
C 0.353 4.753 -2.916
N 0.949 4.855 -4.027
O 0.481 3.754 -2.249
H -0.295 6.531 -3.081
H -0.559 5.998 -1.511
H 1.056 5.659 -4.629
H 1.535 4.082 -4.308
N -1.915 -0.264 4.874
C -2.080 -0.676 3.649
N -1.665 0.170 2.790
O -2.537 -1.733 3.401
H -2.364 -0.965 5.446
H -1.790 0.729 5.007
H -1.708 -0.067 1.809
H -1.355 1.076 3.110
N 0.645 -6.221 -1.369
C 0.194 -7.286 -0.805
N 1.115 -8.151 -0.617
O -0.954 -7.510 -0.673
H 1.629 -6.008 -1.287
H -0.022 -5.463 -1.336
H 0.920 -8.972 -0.063
H 2.055 -7.824 -0.788
```

Output
HOMO-LUMO gap   8.05 eV
Electronic energy   -67429.6799 eV
Spin multiplicity   1
Largest force on an atom   9.45 eV/A
ΔE to the lowest compared entry with this formula, charge and spin   869.69 kJ/mol